No. 1
The following is a DFT calculation (wB97M-V/def2-TZVPD) of a 2-piece molecular cluster, C5H8O2 overall.

```
15
Properties=species:S:1:pos:R:3:forces:R:3
C -1.440 0.076 1.928 0.4 0.1 -0.5
C -0.693 0.248 0.996 -0.4 -0.1 0.5
C 0.219 0.516 -0.110 0.0 0.2 0.1
C 0.590 1.965 -0.324 0.0 0.0 0.0
C 1.128 -0.546 -0.558 0.2 -0.1 0.0
O -0.042 -0.220 -1.310 -0.1 0.1 -0.1
H -2.105 -0.068 2.752 0.1 0.0 -0.2
H 1.243 2.035 -1.199 -0.1 0.0 0.2
H 1.115 2.356 0.555 -0.1 -0.1 -0.2
H -0.303 2.572 -0.502 0.1 -0.1 0.1
H 1.088 -1.523 -0.084 0.1 0.1 0.0
H 2.067 -0.269 -1.032 -0.1 0.0 0.1
O -0.849 -2.756 -0.472 -0.2 0.0 0.1
H -0.849 -1.954 -1.019 -0.1 -0.2 0.0
H -1.168 -2.432 0.379 0.0 -0.1 -0.1
```
Positions in Å, forces in eV/Å.

Summary:
- Kohn-Sham gap: 11.2 eV
- Total charge: 0
- HOMO: -10.35 eV
- SMILES string: C#C[C@@]1(C)CO1.O
- Lowest unoccupied orbital energy: 0.87 eV

=====

No. 2
The following is a DFT calculation (wB97M-V/def2-TZVPD) of a 2-piece molecular cluster, C5H8O2 overall.

```
15
Properties=species:S:1:pos:R:3:forces:R:3
C -1.356 1.302 -0.386 0.0 0.0 0.0
C -0.071 0.688 -0.796 0.2 0.0 0.0
C 1.231 0.736 -0.857 -0.2 0.1 0.1
C 0.610 -0.483 -1.417 -0.1 0.1 -0.4
O 0.690 -1.734 -0.771 0.1 0.0 0.2
H -1.199 2.177 0.252 0.0 -0.1 -0.1
H -1.924 1.616 -1.269 0.1 -0.1 0.1
H -1.982 0.579 0.151 0.1 0.1 -0.1
H 2.150 1.254 -0.617 -0.1 -0.1 -0.1
H 0.558 -0.659 -2.493 0.0 0.1 0.1
H 1.222 -1.620 0.034 -0.1 -0.1 -0.1
C 0.003 -0.966 2.045 0.4 0.0 0.0
O 1.209 -0.972 1.963 -0.6 0.0 0.1
H -0.625 -1.463 1.284 0.1 0.1 0.1
H -0.516 -0.454 2.876 0.1 -0.1 0.0
```
Positions in Å, forces in eV/Å.

Summary:
- Kohn-Sham gap: 9.8 eV
- Total charge: 0
- HOMO: -9.26 eV
- SMILES string: CC1=C[C@H]1O.C=O
- Lowest unoccupied orbital energy: 0.54 eV

=====

No. 3
The following is a DFT calculation (wB97M-V/def2-TZVPD) of one molecule with the formula C5H8O2.

```
15
Properties=species:S:1:pos:R:3:forces:R:3
O -2.694 -1.873 0.429 0.1 0.9 -0.2
C -2.400 -0.761 0.215 -0.2 -0.6 0.1
C -2.025 0.478 -0.028 -0.1 -0.1 0.1
C -0.549 0.832 -0.082 0.1 0.0 0.0
C 0.289 -0.427 0.175 0.0 -0.1 0.0
C 1.749 -0.435 -0.252 -0.2 -0.3 -0.2
O 2.596 0.406 0.503 0.0 0.3 0.0
H -2.812 1.207 -0.185 0.1 -0.1 0.0
H -0.333 1.605 0.668 0.0 -0.1 -0.1
H -0.314 1.270 -1.063 0.0 -0.1 0.1
H 0.229 -0.679 1.241 0.0 0.0 -0.1
H -0.173 -1.257 -0.376 0.1 0.0 0.1
H 2.124 -1.452 -0.100 0.0 0.2 0.0
H 1.824 -0.223 -1.331 0.0 0.0 0.2
H 2.489 1.309 0.186 0.0 -0.1 0.1
```
Positions in Å, forces in eV/Å.

Summary:
- Kohn-Sham gap: 9.7 eV
- Total charge: 0
- HOMO: -8.92 eV
- SMILES string: O=C=CCCCO
- Lowest unoccupied orbital energy: 0.73 eV

=====

No. 4
The following is a DFT calculation (wB97M-V/def2-TZVPD) of a 2-piece molecular cluster, C5H8O2 overall.

```
15
Properties=species:S:1:pos:R:3:forces:R:3
O -0.462 2.112 1.417 0.2 -0.8 0.6
C -0.751 1.511 0.238 1.2 -1.6 -0.8
C 0.591 0.329 -0.204 -1.3 1.4 0.5
C 0.687 -0.986 0.465 -1.0 0.7 1.3
C 0.293 -1.765 -0.842 -0.3 0.3 0.4
C 0.015 -0.363 -1.421 -0.4 0.4 -0.5
O -0.652 0.053 -2.332 0.6 -0.4 0.3
H -0.493 1.353 2.066 0.1 0.7 -0.1
H -0.734 2.218 -0.602 0.0 -0.4 0.3
H -1.640 0.871 0.312 0.1 0.1 -0.3
H 1.364 1.073 -0.055 0.4 -0.1 -0.6
H 1.397 -1.404 1.170 0.1 0.6 -0.2
H -0.332 -0.270 2.020 0.8 -1.6 -1.6
H -0.461 -2.561 -0.853 -0.1 0.4 0.1
H 1.180 -2.172 -1.378 -0.2 0.3 0.7
```
Positions in Å, forces in eV/Å.

Summary:
- Kohn-Sham gap (alpha / beta): 8.1 / 8.1 eV
- Total charge: 0
- HOMO (alpha / beta): -8.89 / -8.89 eV
- Lowest unoccupied orbital energy (alpha / beta): -0.75 / -0.75 eV

=====

No. 5
The following is a DFT calculation (wB97M-V/def2-TZVPD) of a 2-piece molecular cluster, C5H8O2 overall.

```
15
Properties=species:S:1:pos:R:3:forces:R:3
C 2.445 0.176 -0.179 -0.4 0.0 0.1
C 1.351 -0.050 0.273 0.5 0.1 -0.1
C 0.037 -0.194 0.837 -0.1 -0.2 0.2
C -0.385 -1.320 1.402 0.0 -0.1 0.0
C -0.821 1.038 0.728 0.0 -0.1 0.2
O -0.846 1.490 -0.601 -0.1 0.4 -0.3
H 3.416 0.375 -0.569 -0.1 -0.1 0.0
H -1.373 -1.383 1.840 0.0 0.0 -0.1
H 0.231 -2.206 1.447 0.1 0.0 0.0
H -0.455 1.801 1.412 0.2 0.3 0.1
H -1.851 0.851 1.005 -0.1 -0.3 0.1
H 0.015 1.874 -0.781 0.1 0.1 -0.2
O -0.660 -1.081 -2.564 0.3 -0.1 -0.5
H -1.148 -0.941 -1.761 -0.5 0.1 0.5
H 0.043 -0.431 -2.487 0.1 0.1 -0.1
```
Positions in Å, forces in eV/Å.

Summary:
- Kohn-Sham gap: 10.4 eV
- Total charge: 0
- HOMO: -9.73 eV
- SMILES string: C#CC(=C)CO.O
- Lowest unoccupied orbital energy: 0.65 eV

=====

No. 6
The following is a DFT calculation (wB97M-V/def2-TZVPD) of C5H8O2 as an isolated structure.

```
15
Properties=species:S:1:pos:R:3:forces:R:3
O 2.042 -1.021 -0.265 0.2 0.1 -0.4
C 0.968 -0.407 0.403 0.0 0.2 0.2
C 0.616 1.028 -0.079 0.2 0.2 -0.1
C -0.828 0.763 -0.606 0.1 0.2 -0.3
C -1.446 0.146 0.625 1.5 -1.3 0.4
C -0.350 -1.014 0.057 0.2 0.1 0.5
O -0.693 -0.525 -1.241 0.4 0.0 -0.3
H 1.790 -1.019 -1.200 0.2 -0.1 0.1
H 1.149 -0.504 1.477 0.2 0.2 -0.2
H 0.639 1.769 0.726 0.0 0.0 -0.2
H 1.306 1.318 -0.871 -0.1 0.2 0.0
H -1.263 1.530 -1.255 -0.1 -0.2 0.2
H -1.428 0.780 1.530 0.3 -1.0 -0.1
H -2.057 -0.725 0.632 -2.8 0.8 -0.5
H -0.445 -2.118 0.065 -0.2 0.6 0.6
```
Positions in Å, forces in eV/Å.

Summary:
- Kohn-Sham gap: 10.3 eV
- Total charge: 0
- HOMO: -9.30 eV
- Lowest unoccupied orbital energy: 1.01 eV

=====

No. 7
The following is a DFT calculation (wB97M-V/def2-TZVPD) of a 2-piece molecular cluster, C5H8O2 overall.

```
15
Properties=species:S:1:pos:R:3:forces:R:3
C -0.038 0.210 -1.908 0.0 0.0 0.0
C -0.770 0.352 -0.626 -0.2 -0.1 0.1
C -1.656 -0.096 0.219 0.1 0.0 -0.2
C -0.956 1.142 0.624 -0.2 0.3 -0.2
O 0.010 1.159 1.653 0.0 -0.2 0.1
H -0.222 -0.765 -2.370 0.0 0.1 0.1
H -0.353 0.990 -2.611 0.0 -0.1 0.1
H 1.041 0.334 -1.761 -0.2 0.0 0.0
H -2.369 -0.861 0.494 0.1 0.1 0.0
H -1.451 2.115 0.607 0.0 -0.1 0.0
H 0.076 0.260 2.013 0.0 0.2 0.0
C 1.684 -1.206 0.908 -0.2 -0.2 0.3
O 0.872 -1.593 1.716 0.4 0.1 -0.4
H 1.899 -0.130 0.784 0.0 -0.1 0.0
H 2.232 -1.911 0.257 0.0 0.0 0.1
```
Positions in Å, forces in eV/Å.

Summary:
- Kohn-Sham gap: 9.8 eV
- Total charge: 0
- HOMO: -9.26 eV
- SMILES string: CC1=C[C@H]1O.C=O
- Lowest unoccupied orbital energy: 0.55 eV

=====

No. 8
The following is a DFT calculation (wB97M-V/def2-TZVPD) of one molecule with the formula C5H8O2.

```
15
Properties=species:S:1:pos:R:3:forces:R:3
C 1.465 0.665 -0.375 0.0 0.0 0.0
C 0.334 -0.060 0.333 0.0 0.2 -0.2
O 0.718 -0.531 1.608 0.4 -0.1 0.0
C -1.019 0.702 0.457 0.0 0.1 0.0
C -1.668 -0.386 -0.393 -0.3 0.0 0.1
O -0.951 -0.471 -1.625 0.0 0.1 -0.1
C -0.418 -1.136 -0.488 0.2 -0.3 0.1
H 1.145 0.960 -1.377 0.0 0.0 0.1
H 1.750 1.565 0.182 -0.1 -0.1 -0.1
H 2.358 0.031 -0.479 -0.2 0.0 0.1
H 1.643 -0.804 1.536 -0.2 0.0 0.2
H -1.359 0.677 1.497 0.1 0.0 -0.2
H -1.060 1.722 0.063 0.0 -0.1 0.0
H -2.698 -0.727 -0.400 0.2 0.0 0.0
H -0.239 -2.207 -0.541 0.0 0.2 0.0
```
Positions in Å, forces in eV/Å.

Summary:
- Kohn-Sham gap: 10.7 eV
- Total charge: 0
- HOMO: -9.74 eV
- SMILES string: C[C@@]1(O)C[C@H]2O[C@H]21
- Lowest unoccupied orbital energy: 0.95 eV

=====

No. 9
The following is a DFT calculation (wB97M-V/def2-TZVPD) of one molecule with the formula C5H8O2.

```
15
Properties=species:S:1:pos:R:3:forces:R:3
C 0.791 0.358 2.416 -0.3 0.0 -0.4
C 0.031 0.360 1.481 0.3 0.0 0.4
C -0.926 0.244 0.362 0.1 0.2 0.0
O -1.611 -1.006 0.450 -0.2 0.0 0.3
C -0.249 0.283 -1.014 0.0 0.0 0.0
C 1.026 -0.553 -1.102 0.1 0.4 -0.1
O 0.812 -1.924 -0.855 -0.1 -0.1 0.2
H 1.473 0.354 3.239 -0.1 0.0 -0.2
H -1.650 1.070 0.424 0.1 -0.2 0.0
H -2.013 -1.060 1.329 0.1 -0.1 -0.2
H -0.990 -0.088 -1.732 0.1 0.1 0.1
H -0.018 1.324 -1.268 0.0 -0.2 0.1
H 1.436 -0.475 -2.115 0.0 0.0 0.1
H 1.775 -0.133 -0.411 -0.1 -0.1 -0.1
H 0.186 -1.988 -0.119 0.1 -0.1 -0.1
```
Positions in Å, forces in eV/Å.

Summary:
- Kohn-Sham gap: 10.7 eV
- Total charge: 0
- HOMO: -9.97 eV
- SMILES string: C#C[C@H](O)CCO
- Lowest unoccupied orbital energy: 0.73 eV

=====

No. 10
The following is a DFT calculation (wB97M-V/def2-TZVPD) of C5H8O2 as an isolated structure.

```
15
Properties=species:S:1:pos:R:3:forces:R:3
O -1.851 -1.288 0.376 0.0 -0.1 -0.3
C -0.726 -0.019 0.981 0.1 0.1 0.1
C 0.471 -0.806 0.812 0.2 0.2 0.3
C 0.992 0.309 -0.125 -0.1 0.0 -0.2
O 2.189 0.984 0.016 0.1 -0.1 0.0
C 0.171 0.363 -1.358 0.1 -0.1 -0.2
C -0.370 0.989 -0.075 -0.1 0.2 0.1
H -2.196 -1.025 -0.496 0.0 -0.1 0.2
H -1.288 0.238 1.877 0.1 -0.1 -0.1
H 1.049 -1.151 1.664 -0.1 0.0 -0.1
H -0.805 -1.658 0.258 -0.4 0.1 -0.1
H 2.894 0.364 -0.213 0.0 0.1 0.0
H 0.460 1.119 -2.085 0.0 -0.1 0.1
H -0.271 -0.543 -1.776 0.1 0.1 0.1
H -0.622 2.043 -0.031 0.0 -0.2 0.0
```
Positions in Å, forces in eV/Å.

Summary:
- Kohn-Sham gap: 8.3 eV
- Total charge: 0
- HOMO: -7.51 eV
- Lowest unoccupied orbital energy: 0.80 eV

=====

No. 11
The following is a DFT calculation (wB97M-V/def2-TZVPD) of one molecule with the formula C5H8O2.

```
15
Properties=species:S:1:pos:R:3:forces:R:3
O -2.309 0.349 1.138 0.0 0.3 0.1
C -1.099 -0.259 0.763 0.2 -0.3 0.0
C 0.275 0.403 1.092 -0.1 0.2 0.0
C 0.661 0.131 -0.356 -0.1 0.0 0.0
C 1.888 -0.410 -0.922 0.2 -0.2 0.0
O 1.496 0.944 -1.141 0.1 0.3 -0.2
C -0.760 -0.229 -0.749 0.0 -0.1 0.0
H -2.552 1.006 0.472 0.1 -0.1 0.2
H -1.088 -1.242 1.222 -0.3 -0.3 -0.3
H 0.133 1.460 1.301 0.1 0.2 -0.1
H 0.916 -0.035 1.873 -0.4 0.0 -0.2
H 2.769 -0.531 -0.294 -0.1 0.0 -0.1
H 1.822 -1.065 -1.793 0.1 0.1 0.1
H -1.253 0.612 -1.261 0.1 -0.1 0.2
H -0.900 -1.133 -1.346 -0.1 0.1 0.1
```
Positions in Å, forces in eV/Å.

Summary:
- Kohn-Sham gap: 11.0 eV
- Total charge: 0
- HOMO: -10.10 eV
- SMILES string: O[C@H]1C[C@]2(CO2)C1
- Lowest unoccupied orbital energy: 0.88 eV

=====

No. 12
The following is a DFT calculation (wB97M-V/def2-TZVPD) of C5H8O2 as an isolated structure.

```
15
Properties=species:S:1:pos:R:3:forces:R:3
O 2.257 -0.721 -0.747 -0.2 0.0 -0.1
C 1.328 -0.321 0.130 0.3 0.2 0.1
C 0.665 1.041 -0.018 0.0 0.0 0.0
C -0.670 0.490 -0.517 -0.1 0.2 -0.1
C -1.603 0.044 0.588 0.0 0.1 0.0
C -0.659 -1.142 0.793 -0.3 -0.2 0.0
O -0.191 -0.874 -0.772 0.0 -0.2 0.0
H 1.994 -0.455 -1.642 0.1 0.0 0.1
H 1.605 -0.687 1.105 -0.1 0.0 -0.1
H 0.630 1.612 0.914 0.0 -0.1 -0.1
H 1.197 1.626 -0.777 -0.1 -0.1 0.1
H -1.083 0.970 -1.408 0.1 -0.1 0.1
H -1.730 0.735 1.431 0.0 -0.1 -0.1
H -2.592 -0.199 0.169 0.1 0.0 0.0
H -1.148 -2.122 0.749 0.1 0.2 0.1
```
Positions in Å, forces in eV/Å.

Summary:
- Kohn-Sham gap: 7.7 eV
- Total charge: 0
- HOMO: -6.93 eV
- Lowest unoccupied orbital energy: 0.74 eV

=====

Number 1: largest force on an atom 0.65 eV/A. Number 2: largest force on an atom 0.59 eV/A. Number 3: largest force on an atom 0.96 eV/A. Number 4: largest force on an atom 2.36 eV/A. Number 5: largest force on an atom 0.71 eV/A. Number 6: largest force on an atom 2.94 eV/A. Number 7: largest force on an atom 0.59 eV/A. Number 8: largest force on an atom 0.36 eV/A. Number 9: largest force on an atom 0.54 eV/A. Number 10: largest force on an atom 0.40 eV/A. Number 11: largest force on an atom 0.52 eV/A. Number 12: largest force on an atom 0.39 eV/A.